The following is a DFT calculation (wB97M-V/def2-TZVPD) of C22H14N2O4Ti as an isolated structure in a non-equilibrium geometry.

Values from the calculation:
HOMO energy (alpha / beta), eV: -6.2 / -8.6
<S²>: 2.013
Frontier orbital gap (alpha / beta), eV: 5.61 / 8.05
E_LUMO (alpha / beta), eV: -0.582 / -0.560
Energy, eV: -57328.614
Spin multiplicity: 3

Element x y z (Å)
Ti1 -0.2292 0.7412 0.1734
O1 -3.5521 2.9357 -0.7969
C1 -2.3013 2.5641 -0.6320
O2 -2.1412 1.3454 -0.2781
C2 -1.1758 3.4262 -0.8319
C3 -1.1332 4.6609 -1.4968
C4 0.0797 5.0558 -1.9730
C5 1.2585 4.3727 -1.6388
C6 1.1250 3.2115 -0.9303
N1 -0.0776 2.7757 -0.4609
C7 2.1862 2.1586 -0.7760
O3 3.2717 2.2184 -1.2780
O4 1.6290 1.0806 -0.2085
H1 -4.0383 2.2102 -0.4195
H2 -2.0664 5.1919 -1.7546
H3 0.0873 5.9113 -2.6179
H4 2.2194 4.6753 -2.0492
C8 0.0880 0.3214 4.6755
C9 0.2712 -1.0489 4.8621
C10 0.2839 -1.8396 3.7391
C11 0.0426 -1.2805 2.4739
C12 -0.2168 0.0944 2.2455
C13 -0.1444 0.8503 3.4168
C14 0.1047 -2.1325 1.2682
C15 0.4576 -3.4872 1.3487
C16 0.6243 -4.2095 0.1752
C17 0.3658 -3.5530 -1.0621
C18 0.5583 -4.2861 -2.2470
C19 0.3015 -3.6947 -3.4652
C20 -0.1791 -2.3582 -3.4979
C21 -0.3076 -1.6205 -2.3423
C22 0.0196 -2.2087 -1.0934
N2 -0.0656 -1.5492 0.1171
H5 0.1341 1.0234 5.4850
H6 0.5004 -1.4641 5.8853
H7 0.4232 -2.9169 3.8553
H8 -0.3299 1.9291 3.2828
H9 0.7201 -3.9433 2.3279
H10 0.9174 -5.2341 0.0876
H11 0.9032 -5.2728 -2.1619
H12 0.4570 -4.1287 -4.4274
H13 -0.4484 -1.8974 -4.4378
H14 -0.6226 -0.6281 -2.5422